# 1
Here is one molecule with the formula C2H5FN2O in a non-equilibrium geometry from OMol25. Energies are from wB97M-V/def2-TZVPD.

LUMO, eV: 0.634
Relative energy (zero: lowest compared OMol25 entry of this formula, charge and spin), eV: 3.474
SMILES: [H]/N=C(/CF)NO
HOMO, eV: -9.6

Geometry (Å):
C 0.1183 0.4846 0.0641
C -1.4670 0.5613 -0.0239
H 2.1920 -0.6134 0.8201
H 0.2538 -1.6623 0.1269
H 1.8416 0.8716 -0.0168
H -1.7446 1.1796 -0.9923
H -1.7696 1.2960 0.9030
N 0.5801 -0.7860 -0.0616
N 0.8848 1.5441 -0.0116
O 2.0315 -0.7277 -0.0925
F -2.1320 -0.7591 0.0189

Atoms 1-3, force components in eV/Å:
-2.2 2.0 -1.3
-0.1 2.1 0.9
1.0 -0.1 1.9

Now the natural (NBO) charges, all in e: 0.32 -0.02 0.47 0.41 0.35 0.22 0.21 -0.35 -0.69 -0.53 -0.38



# 2
Here is C2H5FN2O3 as an isolated structure in a non-equilibrium geometry from OMol25. Energies are from wB97M-V/def2-TZVPD.

LUMO (spin up / spin down), eV: 0.735 / -4.016
Relative energy (zero: lowest compared OMol25 entry of this formula, charge and spin), eV: 1.371
<S²>: 2.0075
2S+1: 3
HOMO (spin up / spin down), eV: -8.4 / -10.7

Geometry (Å):
C 1.0021 -0.3507 -0.9821
C -0.2270 0.3004 -0.3502
N 0.2480 0.7941 1.4486
N -1.5729 -0.5545 0.0605
O -2.4333 0.0037 0.7057
O -1.6327 -1.6505 -0.3708
O 1.7136 -1.0304 -0.0070
F -0.5988 1.3832 -1.0851
H 1.5881 0.4259 -1.4558
H 0.7378 -1.0988 -1.7335
H 0.5686 1.6529 1.2423
H -0.6549 0.9074 1.7616
H 1.2615 -0.7828 0.7658

Atoms 1-3, force components in eV/Å:
-0.9 -0.9 0.2
-1.5 0.9 3.7
0.1 -5.0 -4.4

Now the natural (NBO) charges, all in e: -0.16 0.56 -0.84 0.19 -0.15 -0.15 -0.70 -0.33 0.20 0.21 0.34 0.35 0.49



# 3
Here is one molecule with the formula C2H5FN2S in a non-equilibrium geometry from OMol25. Energies are from wB97M-V/def2-TZVPD.

LUMO, eV: 0.182
Relative energy (zero: lowest compared OMol25 entry of this formula, charge and spin), eV: 2.243
SMILES: NNC(=S)CF
HOMO, eV: -8.7

Geometry (Å):
C -0.4400 -0.0532 -0.0515
C 0.3622 1.2278 0.2969
H 2.0403 -1.6765 0.9757
H 2.0965 -0.3201 -0.2053
H -0.3224 -1.8523 -0.6966
H -0.0547 2.3158 0.1028
H 0.5364 0.9613 1.4104
N 1.6716 -1.3566 0.0534
N 0.3482 -1.1591 -0.0406
F 1.7411 1.2259 -0.3025
S -2.1024 0.0063 -0.0267

Atoms 1-3, force components in eV/Å:
1.5 1.7 0.9
0.8 0.4 1.2
-1.1 0.5 -0.8

Now the natural (NBO) charges, all in e: 0.05 -0.05 0.36 0.40 0.39 0.25 0.21 -0.67 -0.41 -0.40 -0.13



# 4
Here is one molecule with the formula C2H5FN2S2 in a non-equilibrium geometry from OMol25. Energies are from wB97M-V/def2-TZVPD.

LUMO, eV: 0.413
Relative energy (zero: lowest compared OMol25 entry of this formula, charge and spin), eV: 0.767
SMILES: FC/C(=N/S)NS
HOMO, eV: -8.8

Geometry (Å):
C -0.1053 -0.4228 -0.1534
C -1.5737 -0.6516 -0.5792
H 2.1700 1.7561 0.1484
H -0.6958 1.1076 1.1505
H -1.7534 -0.0819 -1.5837
H -1.7697 -1.7124 -0.7681
H 1.9967 -0.3815 1.4313
N 0.1248 0.8290 0.5018
N 0.7560 -1.3033 -0.4675
F -2.4404 -0.1859 0.4975
S 0.9270 2.0508 -0.2959
S 2.3637 -1.0041 0.1183

Atoms 1-3, force components in eV/Å:
-1.3 0.7 -0.2
0.1 0.8 -0.4
-0.1 0.2 -0.1

Now the natural (NBO) charges, all in e: 0.38 0.00 0.10 0.43 0.19 0.20 0.13 -0.85 -0.55 -0.38 0.21 0.13



# 5
Here is a 3-piece molecular cluster, C2H5FNO overall in a non-equilibrium geometry from OMol25. Energies are from wB97M-V/def2-TZVPD.

LUMO, eV: 4.505
Relative energy (zero: lowest compared OMol25 entry of this formula, charge and spin), eV: 5.208
Net charge: -1
HOMO, eV: -2.7

Geometry (Å):
C 0.1603 0.4167 0.3896
C -0.7163 -0.7473 -0.1499
N -0.4286 -0.9865 -1.4319
O -1.1449 -1.7884 -2.2203
F -0.4452 -1.9505 1.2725
H -0.0039 0.3184 1.4917
H -0.3088 1.2126 -0.0097
H 1.1150 0.3538 -0.0153
H -1.8366 -0.5176 0.0836
H 0.9668 -0.9236 -1.5785

Atoms 1-3, force components in eV/Å:
-2.0 -4.0 2.4
-0.3 2.4 0.2
2.3 -1.5 -0.2

Now the natural (NBO) charges, all in e: -0.64 0.27 -0.19 -0.68 -0.71 0.23 0.19 0.20 0.17 0.17



# 6
Here is a 2-piece molecular cluster, C2H5FO2 overall in a non-equilibrium geometry from OMol25. Energies are from wB97M-V/def2-TZVPD.

LUMO, eV: 0.422
Relative energy (zero: lowest compared OMol25 entry of this formula, charge and spin), eV: 2.296
HOMO, eV: -10.1

Geometry (Å):
C 0.9179 0.5664 0.1958
C -1.0597 -0.0802 0.0649
O -1.3188 -0.9098 -0.9645
O -1.4155 -0.5110 1.2711
F -1.7860 1.1204 -0.2843
H 1.7025 0.0251 0.7623
H 1.1206 0.6192 -0.9069
H 0.8361 1.6114 0.4657
H -1.5866 -1.7583 -0.5611
H -2.3414 -0.7048 1.3645

Atoms 1-3, force components in eV/Å:
-2.8 -0.5 -2.2
2.7 3.3 -0.5
0.0 -1.1 0.3

Now the natural (NBO) charges, all in e: -0.65 0.88 -0.70 -0.72 -0.40 0.21 0.20 0.21 0.48 0.48



# 7
Here is one molecule with the formula C2H5FOS in a non-equilibrium geometry from OMol25. Energies are from wB97M-V/def2-TZVPD.

LUMO, eV: 0.565
Relative energy (zero: lowest compared OMol25 entry of this formula, charge and spin), eV: 4.379
HOMO, eV: -6.4

Geometry (Å):
C 0.4944 2.5758 0.7978
C 0.0758 0.3435 0.2386
H 1.5153 2.3844 1.1456
H -0.1984 2.5783 1.6416
H 0.4553 3.5364 0.2904
H 0.3679 0.2149 1.2855
H 0.7200 -2.3865 0.4177
O 0.0995 1.6034 -0.1723
F -0.1786 -2.4709 0.1800
S -0.3419 -0.9020 -0.7026

Atoms 1-3, force components in eV/Å:
0.2 0.2 0.1
-0.5 -0.5 -1.3
-0.2 0.0 0.0

Now the natural (NBO) charges, all in e: -0.27 0.02 0.18 0.19 0.21 0.14 0.55 -0.49 -0.56 0.04



# 8
Here is a 2-piece molecular cluster, C2H5FS overall in a non-equilibrium geometry from OMol25. Energies are from wB97M-V/def2-TZVPD.

LUMO (spin up / spin down), eV: 0.853 / -3.285
Relative energy (zero: lowest compared OMol25 entry of this formula, charge and spin), eV: 1.747
<S²>: 2.0108
2S+1: 3
HOMO (spin up / spin down), eV: -7.4 / -10.7

Geometry (Å):
C 1.0253 0.0867 -0.0262
C -0.1567 -0.4355 -0.6761
F -1.4872 1.5699 0.3529
S -1.5791 -1.0608 0.0707
H 1.9231 0.3644 -0.6448
H 1.0924 -0.4268 0.9729
H 0.7455 1.1809 0.3618
H -0.1802 -0.5956 -1.7541
H -1.3831 -0.6831 1.3430

Atoms 1-3, force components in eV/Å:
-0.4 3.1 2.2
0.3 -0.5 -1.8
-0.3 -0.6 -0.1

Now the natural (NBO) charges, all in e: -0.71 -0.35 -0.27 0.26 0.25 0.22 0.25 0.21 0.14



# 9
Here is C2H5HgO as an isolated structure in a non-equilibrium geometry from OMol25. Energies are from wB97M-V/def2-TZVPD.

LUMO (spin up / spin down), eV: 0.149 / -1.668
Relative energy (zero: lowest compared OMol25 entry of this formula, charge and spin), eV: 1.049
<S²>: 0.7589
2S+1: 2
HOMO (spin up / spin down), eV: -8.1 / -9.3

Geometry (Å):
O 2.0745 -0.8588 -0.0112
C -0.4821 0.8707 -0.0457
C -1.2620 -0.2134 -0.3151
Hg 0.6484 -1.3994 1.3694
H 2.8927 -0.3794 -0.1309
H -1.0414 1.7479 0.2964
H 0.4740 1.3848 -0.1636
H -1.1148 -0.7761 -1.2421
H -2.1893 -0.3761 0.2428

Atoms 1-3, force components in eV/Å:
-0.1 -0.2 -1.2
-1.9 1.9 0.2
1.1 1.0 -0.8

Now the natural (NBO) charges, all in e: -1.27 -0.39 -0.45 0.76 0.47 0.19 0.24 0.22 0.21



# 10
Here is C2H5I2N as an isolated structure in a non-equilibrium geometry from OMol25. Energies are from wB97M-V/def2-TZVPD.

LUMO (spin up / spin down), eV: -1.625 / -3.213
Relative energy (zero: lowest compared OMol25 entry of this formula, charge and spin), eV: 1.966
HOMO (spin up / spin down), eV: -9.3 / -8.4

Geometry (Å):
C -0.9271 0.1922 0.8639
C 0.4127 -0.2575 -1.0669
N -0.1151 0.5163 -0.3518
I 2.2496 -2.4770 0.4419
I 0.3967 3.0050 -0.5007
H -0.7852 1.0253 1.5807
H -2.0466 0.1697 0.5214
H -0.5057 -0.7027 1.1711
H 0.7192 -0.1478 -2.0020
H 0.6016 -1.3235 -0.6575

Atoms 1-3, force components in eV/Å:
-0.9 2.7 -1.9
1.2 -5.6 1.3
-4.1 4.4 3.3

Now the natural (NBO) charges, all in e: -0.43 0.04 -0.32 -0.15 -0.13 0.23 0.23 0.21 0.19 0.12



# 11
Here is an isolated ion of composition C2H5IN and charge +1 in a non-equilibrium geometry from OMol25. Energies are from wB97M-V/def2-TZVPD.

LUMO (spin up / spin down), eV: -7.423 / -7.424
Relative energy (zero: lowest compared OMol25 entry of this formula, charge and spin), eV: 2.502
Net charge: +1
HOMO (spin up / spin down), eV: -13.8 / -13.8

Geometry (Å):
C 0.0061 0.3925 -0.0695
C -1.0464 -0.6411 -0.0312
N 1.3959 -0.0805 -0.0076
I -3.0223 0.0147 -0.1132
H 0.0537 1.2909 -0.8549
H -0.1004 1.1302 0.7555
H -1.0104 -1.7645 0.1904
H 1.7599 -0.9327 -0.3359
H 1.9640 0.5905 0.4664

Atoms 1-3, force components in eV/Å:
2.6 -0.5 -1.0
-1.8 1.4 0.4
-2.0 1.8 0.7

Now the natural (NBO) charges, all in e: -0.45 -0.03 -0.83 0.51 0.35 0.34 0.28 0.41 0.40



# 12
Here is C2H5IN4 as an isolated structure in a non-equilibrium geometry from OMol25. Energies are from wB97M-V/def2-TZVPD.

LUMO, eV: 0.393
Relative energy (zero: lowest compared OMol25 entry of this formula, charge and spin), eV: 2.952
HOMO, eV: -8.2

Geometry (Å):
C -1.2896 2.2247 0.5309
C 1.5952 -1.9812 0.6901
N -0.9706 1.4789 -0.4594
N -1.2224 0.4127 -0.8753
N -0.8922 -0.7230 -1.2245
N 2.5454 -1.4239 0.0816
I 2.4846 0.5711 -0.2163
H -1.3286 3.2620 0.3305
H -2.0514 1.8189 1.2458
H 1.9686 -3.0082 0.9287
H 0.6826 -1.3966 0.8545
H -1.5215 -1.2354 -1.8864

Atoms 1-3, force components in eV/Å:
-1.9 -0.8 1.0
1.0 0.1 -0.5
1.4 2.2 0.8

Now the natural (NBO) charges, all in e: -0.33 -0.09 -0.07 0.14 -0.46 -0.56 0.25 0.19 0.17 0.21 0.19 0.35



# 13
Here is C2H5INO2P as an isolated structure in a non-equilibrium geometry from OMol25. Energies are from wB97M-V/def2-TZVPD.

LUMO, eV: -0.106
Relative energy (zero: lowest compared OMol25 entry of this formula, charge and spin), eV: 1.959
HOMO, eV: -8.5

Geometry (Å):
C -0.7915 0.6217 -0.0203
C 0.7509 -1.2969 -0.0041
N 0.4267 0.0660 -0.0121
O -1.4042 1.5868 0.1919
O -1.9327 -0.8685 -0.0413
P 1.8045 1.1892 0.0968
I -3.7717 -0.2219 0.0872
H -0.0313 -1.6674 -0.7081
H 1.7726 -1.5016 -0.5472
H 0.7757 -1.7884 0.9779
H 1.4362 1.8704 -1.0261
H 0.9648 2.0105 1.0055

Atoms 1-3, force components in eV/Å:
-1.9 -4.5 1.1
0.5 -2.8 -2.7
0.4 3.5 0.2

Now the natural (NBO) charges, all in e: 0.97 -0.42 -0.71 -0.50 -0.92 0.54 0.41 0.26 0.21 0.22 -0.04 -0.01



# 14
Here is one molecule with the formula C2H5IO in a non-equilibrium geometry from OMol25. Energies are from wB97M-V/def2-TZVPD.

LUMO, eV: 0.559
Relative energy (zero: lowest compared OMol25 entry of this formula, charge and spin), eV: 0.388
SMILES: C[C@H](O)I
HOMO, eV: -9.2

Geometry (Å):
C -0.1595 -0.4931 -0.0591
C 0.7196 0.5380 0.4328
O 0.4601 1.7324 -0.0894
I 2.8686 -0.0576 -0.0105
H -0.0770 -0.5076 -1.1483
H -0.0737 -1.4578 0.4723
H -1.1900 -0.2175 0.1604
H 0.9731 0.5106 1.5689
H 0.0801 1.4592 -0.9169

Atoms 1-3, force components in eV/Å:
-1.6 -1.7 0.1
3.1 -0.6 3.9
-0.1 1.0 0.2

Now the natural (NBO) charges, all in e: -0.70 0.11 -0.65 -0.14 0.21 0.25 0.23 0.22 0.47



# 15
Here is one molecule with the formula C2H5IO in a non-equilibrium geometry from OMol25. Energies are from wB97M-V/def2-TZVPD.

LUMO, eV: 0.437
Relative energy (zero: lowest compared OMol25 entry of this formula, charge and spin), eV: 0.628
SMILES: OCCI
HOMO, eV: -9.6

Geometry (Å):
C -0.4916 -0.1080 0.5941
C -0.0064 0.6150 -0.7502
O -0.1322 -1.5455 0.6754
I 2.1073 0.4617 -0.9563
H -1.5342 0.0151 0.6724
H -0.2072 0.5079 1.4277
H -0.0053 1.6322 -0.7993
H -0.5846 0.1106 -1.5873
H 0.8542 -1.6890 0.7235

Atoms 1-3, force components in eV/Å:
2.1 -0.2 -1.3
-0.9 -4.6 0.5
0.3 1.9 -0.1

Now the natural (NBO) charges, all in e: -0.08 -0.53 -0.73 0.05 0.19 0.17 0.21 0.23 0.48



# 16
Here is a 2-piece molecular cluster, C2H5IO overall in a non-equilibrium geometry from OMol25. Energies are from wB97M-V/def2-TZVPD.

LUMO (spin up / spin down), eV: -0.503 / -0.506
Relative energy (zero: lowest compared OMol25 entry of this formula, charge and spin), eV: 3.747
HOMO (spin up / spin down), eV: -8.7 / -8.8

Geometry (Å):
C 0.5156 0.9455 0.1902
C -0.2683 -0.3290 -0.0651
O 0.0858 -1.2963 0.7804
I 0.0003 -0.8478 -2.2023
H 1.5222 0.6569 0.4481
H 0.4573 1.8365 -0.5893
H 0.1433 1.3962 1.0799
H -2.2672 -0.1480 0.0389
H -0.1890 -2.2138 0.3192

Atoms 1-3, force components in eV/Å:
-1.0 1.7 -1.0
-2.2 0.9 -1.3
-0.9 -3.2 -1.7

Now the natural (NBO) charges, all in e: -0.73 0.20 -0.71 0.04 0.23 0.25 0.24 -0.02 0.51



# 17
Here is one molecule with the formula C2H5IS in a non-equilibrium geometry from OMol25. Energies are from wB97M-V/def2-TZVPD.

LUMO, eV: 0.313
Relative energy (zero: lowest compared OMol25 entry of this formula, charge and spin), eV: 0.288
SMILES: SCCI
HOMO, eV: -9.5

Geometry (Å):
C -0.0943 0.6028 0.0287
C 0.4527 -0.6646 -0.4541
S 0.0589 0.8270 1.8140
I 0.1738 -0.6397 -2.6146
H 0.4095 1.3544 -0.5761
H -1.2220 0.4686 -0.0663
H -0.0371 -1.5852 -0.0576
H 1.4294 -0.8453 -0.2587
H -1.1708 0.4818 2.1849

Atoms 1-3, force components in eV/Å:
-2.4 -0.3 0.4
-2.5 -2.3 -0.8
1.0 0.4 0.5

Now the natural (NBO) charges, all in e: -0.58 -0.46 -0.03 0.03 0.24 0.24 0.22 0.21 0.12



# 18
Here is a 2-piece molecular cluster, C2H5ISi overall in a non-equilibrium geometry from OMol25. Energies are from wB97M-V/def2-TZVPD.

LUMO, eV: -0.696
Relative energy (zero: lowest compared OMol25 entry of this formula, charge and spin), eV: 2.602
HOMO, eV: -8.7

Geometry (Å):
C -1.5554 0.3572 0.2346
C -0.4380 -0.1387 -0.6227
Si -0.4795 -0.8651 1.2084
I 4.0046 0.0019 0.2076
H -1.5356 1.3292 0.5803
H -2.5319 0.2992 -0.1065
H -0.7315 -0.6429 -1.5331
H 0.3931 0.5828 -0.6991
H 2.8741 -0.9236 0.7306

Atoms 1-3, force components in eV/Å:
1.0 -1.1 0.2
0.6 0.4 1.0
-0.4 0.2 -1.2

Now the natural (NBO) charges, all in e: -0.91 -0.86 0.83 -0.09 0.23 0.24 0.24 0.23 0.09



# 19
Here is C2H5LiO2Ru as an isolated structure in a non-equilibrium geometry from OMol25. Energies are from wB97M-V/def2-TZVPD.

LUMO (spin up / spin down), eV: -9.411 / -12.897
Relative energy (zero: lowest compared OMol25 entry of this formula, charge and spin), eV: 2.638
<S²>: 12.0082
2S+1: 7
Net charge: +2
HOMO (spin up / spin down), eV: -15.7 / -18.5

Geometry (Å):
O 0.0056 0.4083 1.6152
C -0.9686 -0.3802 1.1586
C -0.9894 -1.3062 0.2009
Li -0.3363 2.2146 1.5424
Ru 1.7987 -0.2520 1.6718
H -1.8938 -0.6273 -0.2639
H -2.0988 -0.7397 1.4271
H -0.1168 -1.3199 -0.4559
H 1.3315 -0.0757 -1.9919
O 1.7072 0.8133 -2.0344
H 1.5607 1.2647 -2.8699

Atoms 1-3, force components in eV/Å:
-6.7 0.0 -1.2
-2.3 -0.3 3.6
1.0 2.4 -4.5

Now the natural (NBO) charges, all in e: -0.87 0.26 -0.15 0.99 0.91 0.32 0.29 0.23 0.46 -0.97 0.51



# 20
Here is C2H5MgN2O2S as an isolated structure in a non-equilibrium geometry from OMol25. Energies are from wB97M-V/def2-TZVPD.

LUMO, eV: -8.535
Net charge: +1
HOMO, eV: -11.6

Geometry (Å):
N -1.0977 -1.1528 -0.9364
N -0.5058 -0.9130 0.2936
C -0.0621 0.5229 0.4659
S 0.9525 1.2184 -0.9479
C 0.8264 0.7429 1.8532
O 2.1619 0.9523 1.7321
O 0.1844 0.7629 3.1822
H -1.9350 -1.7746 -0.7231
H -0.4698 -1.6956 -1.5853
H 0.2387 -1.6044 0.5316
H -1.0483 1.1622 0.6215
H 1.7375 0.1854 -1.5180
Mg -0.9826 1.5934 -2.9693

Atoms 1-3, force components in eV/Å:
-1.4 -1.8 -1.3
2.2 1.7 1.3
-1.6 -1.4 2.2

Now the natural (NBO) charges, all in e: -0.71 -0.45 -0.28 0.00 0.70 -0.58 -0.52 0.40 0.35 0.38 0.27 0.21 1.22